Here is a structure of composition C41H41CdCl5N5O4PS from the OMol25 dataset. Energies are from the ωB97M-V functional and the def2-TZVPD basis.

Element x y z (Å)
Cd: 0.372 -0.148 -0.354
O: 3.602 3.052 -0.340
C: 3.974 3.071 0.947
C: 4.910 4.037 1.335
C: 5.355 4.108 2.642
C: 4.877 3.208 3.594
C: 3.949 2.253 3.214
C: 3.477 2.167 1.904
C: 2.394 1.197 1.542
O: 2.064 1.119 0.285
N: 1.861 0.538 2.523
N: 0.617 -0.017 2.419
C: 0.376 -1.264 2.492
C: 1.275 -2.430 2.341
C: 1.562 -3.276 3.406
C: 2.283 -4.450 3.233
C: 2.688 -4.795 1.941
C: 2.379 -3.989 0.860
C: 1.673 -2.768 1.012
O: 1.363 -2.060 -0.028
H: 2.898 2.356 -0.411
H: 5.259 4.732 0.580
H: 6.078 4.867 2.920
H: 5.220 3.264 4.621
H: 3.569 1.530 3.926
H: -0.679 -1.490 2.637
H: 1.215 -2.999 4.397
H: 2.517 -5.086 4.077
H: 3.252 -5.708 1.783
H: 2.663 -4.271 -0.148
Cl: 1.537 -2.366 -3.168
C: 0.912 -0.800 -3.608
C: 0.584 0.120 -2.610
C: 0.170 1.371 -3.084
Cl: -0.120 2.647 -1.930
C: 0.002 1.676 -4.433
Cl: -0.561 3.234 -4.932
C: 0.289 0.707 -5.386
Cl: 0.051 1.038 -7.069
C: 0.776 -0.529 -4.973
Cl: 1.211 -1.712 -6.168
C: -6.329 2.910 0.905
C: -4.837 2.892 1.128
C: -4.017 3.868 0.576
C: -2.635 3.816 0.746
C: -2.075 2.789 1.480
C: -2.878 1.800 2.038
C: -4.250 1.862 1.865
S: -0.271 2.704 1.576
C: -0.220 2.940 3.375
O: 0.216 3.997 0.996
H: -6.611 3.732 0.246
H: -6.868 3.024 1.850
H: -6.656 1.975 0.443
H: -4.455 4.658 -0.024
H: -1.976 4.552 0.298
H: -2.422 0.970 2.572
H: -4.880 1.082 2.285
H: -0.922 3.730 3.637
H: 0.807 3.224 3.607
H: -0.467 1.991 3.852
C: -4.583 -1.783 1.120
C: -3.998 -2.762 0.087
C: -4.831 -4.044 0.076
P: -2.138 -2.821 0.286
C: -1.514 -3.473 -1.354
C: -2.015 -2.549 -2.472
C: -1.728 -4.931 -1.776
C: -1.769 -4.150 1.558
C: -2.023 -5.643 1.300
C: -2.443 -3.735 2.878
H: -5.592 -1.485 0.820
H: -3.973 -0.879 1.192
H: -4.642 -2.239 2.112
H: -4.113 -2.276 -0.887
H: -4.776 -4.560 1.038
H: -4.529 -4.737 -0.709
H: -5.881 -3.780 -0.098
H: -0.436 -3.307 -1.250
H: -3.060 -2.765 -2.725
H: -1.414 -2.697 -3.374
H: -1.944 -1.496 -2.193
H: -2.758 -5.262 -1.626
H: -1.068 -5.611 -1.241
H: -1.500 -5.028 -2.843
H: -0.691 -4.025 1.694
H: -2.956 -5.830 0.770
H: -2.067 -6.170 2.260
H: -1.210 -6.089 0.731
H: -3.469 -4.110 2.925
H: -2.477 -2.649 2.995
H: -1.891 -4.146 3.730
N: -1.902 0.330 -0.441
C: -2.870 0.748 -0.911
C: -4.080 1.238 -1.426
C: -5.282 0.492 -1.292
N: -6.278 -0.091 -1.194
C: -4.161 2.526 -2.028
N: -4.287 3.564 -2.524

Summary:
E_LUMO = 4.01 eV
total charge = -2
HOMO level = -3.007 eV

=====

Here is a cluster of 2 separate species, C4H10OS in total from the OMol25 dataset. Energies are from the ωB97M-V functional and the def2-TZVPD basis.

Element x y z (Å)
C: 0.202 -0.417 -2.009
C: 0.973 1.370 0.586
C: -0.406 -0.464 -0.587
C: 0.588 -0.034 0.417
O: -0.851 -1.776 -0.372
S: -1.962 -0.208 2.532
H: 1.045 -1.098 -2.069
H: 0.520 0.591 -2.257
H: -0.562 -0.741 -2.707
H: 1.260 1.580 1.615
H: 1.849 1.596 -0.036
H: 0.171 2.044 0.286
H: -1.256 0.239 -0.581
H: 1.118 -0.803 0.960
H: -1.289 -1.807 0.491
H: -1.402 -0.071 3.730

Summary:
E_LUMO (spin up / spin down) = -2.11 / -2.12 eV
HOMO level (spin up / spin down) = -7.884 / -7.873 eV

=====

Here is the molecule C9H14O2Si from the OMol25 dataset. Energies are from the ωB97M-V functional and the def2-TZVPD basis.

Element x y z (Å)
C: 0.106 2.739 0.050
Si: 0.130 0.836 -0.052
C: 1.964 0.241 -0.067
C: 3.120 0.357 0.679
C: 4.128 -0.583 0.196
C: 3.473 -1.215 -0.828
O: 2.217 -0.744 -0.957
C: -1.188 -0.172 1.528
C: -2.201 -0.860 0.779
C: -1.745 -1.574 -0.553
C: -1.569 -0.475 -1.626
O: -0.469 0.380 -1.449
H: 0.347 3.074 1.133
H: 0.780 3.259 -0.656
H: -0.888 3.209 -0.039
H: 3.153 1.299 1.301
H: 5.240 -0.544 0.334
H: 3.809 -2.049 -1.432
H: -1.707 0.544 2.181
H: -0.378 -0.636 2.061
H: -2.995 -0.116 0.441
H: -2.524 -1.662 1.484
H: -0.731 -2.097 -0.636
H: -2.574 -2.229 -0.942
H: -1.594 -1.057 -2.528
H: -2.504 0.156 -1.610

Summary:
E_LUMO = 0.97 eV
SMILES = C[Si@@]1(c2ccco2)CCCCO1
HOMO level = -8.343 eV

=====

Here is the ion C4H7N2 with charge +1 from the OMol25 dataset. Energies are from the ωB97M-V functional and the def2-TZVPD basis.

Element x y z (Å)
C: 0.947 0.317 1.440
C: -0.162 1.309 1.126
C: 1.360 -1.706 0.051
C: -0.804 -0.023 -0.788
N: 1.106 -0.715 0.828
N: -0.587 1.123 -0.244
H: -1.007 1.235 1.859
H: 0.123 2.316 1.180
H: 1.057 -2.664 0.259
H: 2.134 -1.733 -0.851
H: -0.717 0.107 -1.830
H: -1.277 -0.750 -0.290
H: -0.152 1.796 -0.964

Summary:
E_LUMO (spin up / spin down) = -4.76 / -7.29 eV
⟨S²⟩ = 2.0374
2S+1 = 3
total charge = +1
HOMO level (spin up / spin down) = -10.614 / -16.472 eV

=====

Here is a cluster of 2 separate species, C5H12FN2 in total from the OMol25 dataset. Energies are from the ωB97M-V functional and the def2-TZVPD basis.

Element x y z (Å)
C: 1.387 -1.537 0.479
C: 0.156 -1.253 0.142
C: -1.054 -2.046 0.423
C: -0.988 1.559 -1.550
C: -0.555 1.684 -0.147
N: -1.367 1.896 0.888
N: 2.482 -0.555 0.149
F: 0.743 1.924 0.091
H: 1.797 -2.409 0.986
H: -0.828 -2.978 0.950
H: -1.737 -1.460 1.037
H: -1.567 -2.291 -0.506
H: -0.152 1.265 -2.180
H: -1.366 2.518 -1.922
H: -1.784 0.824 -1.652
H: -0.987 2.028 1.812
H: -2.362 1.786 0.786
H: 2.082 0.161 -0.472
H: 3.270 -1.025 -0.315
H: 2.830 -0.090 1.000

Summary:
E_LUMO = -4.02 eV
total charge = +1
HOMO level = -10.570 eV

=====

Here is a cluster of 2 separate species, C5H7N in total from the OMol25 dataset. Energies are from the ωB97M-V functional and the def2-TZVPD basis.

Element x y z (Å)
C: -0.152 -1.303 0.828
C: -0.610 -0.427 -0.018
C: 1.576 1.042 1.467
C: -0.815 -0.103 1.385
C: -0.836 -0.028 -1.388
N: 0.479 1.465 1.782
H: 0.276 -2.303 0.660
H: 2.360 1.771 1.485
H: 1.673 0.208 0.702
H: -1.603 0.004 2.057
H: -1.249 1.032 -1.631
H: -1.371 -0.799 -1.844
H: 0.157 -0.073 -2.090

Summary:
E_LUMO (spin up / spin down) = 0.99 / -0.93 eV
⟨S²⟩ = 2.0119
2S+1 = 3
HOMO level (spin up / spin down) = -4.528 / -10.455 eV

=====

Here is the ion C3H7NOPS with charge -1 from the OMol25 dataset. Energies are from the ωB97M-V functional and the def2-TZVPD basis.

Element x y z (Å)
C: -0.526 0.869 0.187
C: -0.158 0.281 -1.165
C: -1.124 -0.202 1.066
N: 1.791 -0.368 1.325
O: 2.357 -0.300 -0.499
P: 1.320 -0.840 -1.473
S: 0.608 -1.268 1.554
H: 0.513 1.191 0.701
H: -1.268 1.751 -0.002
H: -1.150 -0.006 -1.592
H: 0.039 1.213 -1.952
H: -1.221 0.344 2.012
H: -1.986 -0.787 0.663
H: 0.806 -1.880 -0.827

Summary:
E_LUMO = 3.65 eV
total charge = -1
HOMO level = -3.278 eV

=====

Here is the molecule C4H7ClO3 from the OMol25 dataset. Energies are from the ωB97M-V functional and the def2-TZVPD basis.

Element x y z (Å)
C: -1.833 -0.176 0.550
O: -1.134 -0.085 -0.675
C: 0.227 0.186 -0.564
C: 0.548 1.664 -0.163
Cl: 2.406 1.841 -0.391
O: 0.943 -0.567 0.383
C: 1.229 -1.860 0.020
O: 1.643 -2.125 -1.085
H: -2.139 0.776 1.025
H: -1.239 -0.682 1.334
H: -2.710 -0.827 0.267
H: 0.676 0.077 -1.582
H: 0.408 1.957 0.916
H: 0.049 2.294 -0.865
H: 0.927 -2.471 0.831

Summary:
E_LUMO = 0.74 eV
SMILES = CO[C@@H](CCl)OC=O
HOMO level = -10.590 eV

=====

Here is the molecule C4H7NO from the OMol25 dataset. Energies are from the ωB97M-V functional and the def2-TZVPD basis.

Element x y z (Å)
C: -1.507 -0.327 0.426
C: -0.325 -0.104 -0.489
C: 0.580 1.104 -0.157
C: 1.642 0.045 0.251
O: 2.761 0.023 0.690
N: 0.776 -0.975 -0.103
H: -1.929 -1.328 0.290
H: -1.146 -0.285 1.460
H: -2.276 0.432 0.262
H: -0.587 -0.203 -1.556
H: 0.886 1.632 -1.064
H: 0.211 1.822 0.583
H: 0.913 -1.837 -0.593

Summary:
E_LUMO = 0.90 eV
SMILES = C[C@H]1CC(=O)N1
HOMO level = -9.706 eV

=====

Here is the molecule C3H3ClN2 from the OMol25 dataset. Energies are from the ωB97M-V functional and the def2-TZVPD basis.

Element x y z (Å)
Cl: 2.403 -0.017 -0.398
C: 0.590 0.030 0.372
C: -0.388 1.118 -0.142
N: -1.523 0.596 -0.469
N: -1.382 -0.837 -0.416
C: -0.213 -1.144 -0.039
H: 0.828 0.243 1.418
H: -0.363 2.203 -0.157
H: 0.047 -2.193 -0.171

Summary:
E_LUMO = -0.87 eV
SMILES = ClC1C=NN=C1
HOMO level = -10.598 eV

=====

Here is a structure of composition C3H9BO3 from the OMol25 dataset. Energies are from the ωB97M-V functional and the def2-TZVPD basis.

Element x y z (Å)
B: -2.200 0.061 -0.192
C: 2.150 0.124 0.150
C: 0.687 0.179 0.464
C: -0.175 -0.395 -0.728
O: -2.618 -0.553 0.892
O: -3.055 0.781 -1.018
O: -0.192 -1.777 -0.688
H: 2.667 0.711 0.893
H: 2.248 0.465 -0.846
H: 2.668 -0.877 -0.061
H: 0.427 1.152 0.532
H: 0.290 -0.223 1.374
H: 0.191 0.020 -1.744
H: -3.560 -0.408 0.988
H: -3.962 0.459 -0.805
H: -0.851 -2.130 -0.037

Summary:
E_LUMO = -0.01 eV
HOMO level = -8.512 eV

=====

Here is a structure of composition C18H39NO2P2SiW from the OMol25 dataset. Energies are from the ωB97M-V functional and the def2-TZVPD basis.

Element x y z (Å)
W: 0.107 0.095 -0.105
P: -2.398 1.626 -0.626
P: 2.648 -0.682 0.336
N: 0.572 0.913 -1.661
H: -1.634 0.503 -0.032
C: -2.255 3.303 -0.005
H: -3.236 3.762 -0.223
H: -1.465 3.855 -0.544
H: -2.058 3.333 1.075
C: -3.769 0.724 0.078
H: -4.663 1.269 -0.204
H: -3.609 0.690 1.170
H: -3.739 -0.322 -0.288
C: -2.375 1.624 -2.424
H: -3.385 1.977 -2.692
H: -2.193 0.615 -2.824
H: -1.607 2.328 -2.789
C: 3.908 0.335 1.159
H: 4.880 -0.177 1.156
H: 3.624 0.534 2.195
H: 4.021 1.284 0.625
C: 2.707 -2.234 1.268
H: 3.748 -2.556 1.373
H: 2.146 -3.001 0.732
H: 2.272 -2.101 2.261
C: 3.447 -1.104 -1.239
H: 4.367 -1.664 -1.052
H: 3.680 -0.191 -1.789
H: 2.766 -1.713 -1.835
C: 1.080 1.217 -2.807
C: 2.051 2.813 -4.304
C: 1.678 2.476 -3.020
C: 1.008 0.251 -3.847
C: 1.399 0.629 -5.120
C: 1.921 1.907 -5.349
H: 2.446 3.815 -4.491
H: 1.769 3.147 -2.145
H: 0.596 -0.736 -3.608
H: 1.285 -0.082 -5.928
H: 2.229 2.185 -6.358
C: 0.509 1.373 3.214
O: 0.801 1.258 1.994
C: -0.332 2.594 3.497
H: -1.194 2.353 4.076
H: -0.650 3.128 2.613
H: 0.297 3.254 4.087
C: 0.354 0.064 3.975
H: 1.361 -0.118 4.367
H: 0.100 -0.747 3.278
H: -0.394 0.131 4.771
C: -0.473 -3.899 2.272
Si: -1.513 -2.808 1.158
C: -2.068 -3.582 -0.455
C: -3.005 -2.190 2.124
O: -0.490 -1.621 0.739
H: -1.050 -4.742 2.666
H: -0.080 -3.335 3.126
H: 0.382 -4.300 1.719
H: -2.662 -4.485 -0.286
H: -2.671 -2.886 -1.046
H: -1.194 -3.855 -1.052
H: -2.755 -1.386 2.831
H: -3.829 -1.836 1.489
H: -3.412 -3.015 2.727

Summary:
E_LUMO (spin up / spin down) = 0.51 / 0.41 eV
⟨S²⟩ = 2.0835
2S+1 = 3
HOMO level (spin up / spin down) = -4.513 / -5.622 eV

=====

Here is a structure of composition C21H13N3O10S2SbScSe4 from the OMol25 dataset. Energies are from the ωB97M-V functional and the def2-TZVPD basis.

Element x y z (Å)
Sc: 0.110 0.223 -0.914
O: -4.210 -0.561 -1.914
C: -2.882 -0.589 -1.755
O: -2.306 0.210 -1.058
C: -2.164 -1.653 -2.497
C: -2.674 -2.356 -3.571
C: -1.803 -3.184 -4.269
C: -0.488 -3.295 -3.856
C: -0.086 -2.572 -2.737
N: -0.905 -1.763 -2.092
C: 1.306 -2.573 -2.173
O: 2.202 -3.315 -2.795
O: 1.523 -1.906 -1.186
H: -4.516 0.210 -1.410
H: -3.702 -2.220 -3.873
H: -2.144 -3.717 -5.146
H: 0.230 -3.900 -4.387
H: 2.331 -2.867 -3.724
O: 1.679 0.501 0.748
C: 2.023 -0.266 1.631
C: 1.263 -1.409 2.093
C: 1.796 -2.185 3.112
C: 1.088 -3.264 3.607
C: -0.174 -3.592 3.084
C: -0.714 -2.837 2.086
C: -0.026 -1.709 1.542
O: -0.562 -1.028 0.615
N: 1.639 -4.056 4.673
O: 2.730 -3.748 5.133
O: 0.999 -5.022 5.074
H: 2.974 -0.072 2.151
H: 2.769 -1.946 3.522
H: -0.701 -4.444 3.488
H: -1.687 -3.069 1.672
Se: 2.158 -1.590 -5.393
Sb: 2.023 0.759 -4.461
Se: 2.681 0.761 -1.993
Se: -0.321 0.959 -3.447
Se: 4.753 -0.013 -1.202
O: -0.702 1.507 2.224
S: -1.214 2.416 1.231
O: -2.631 2.350 0.974
N: -0.341 2.355 -0.168
C: 0.261 3.546 -0.433
S: 1.120 3.961 -1.767
C: 0.039 4.551 0.650
C: 0.535 5.846 0.735
C: 0.191 6.611 1.838
C: -0.638 6.106 2.841
C: -1.138 4.815 2.757
C: -0.773 4.071 1.651
H: 1.174 6.218 -0.054
H: 0.572 7.621 1.927
H: -0.887 6.728 3.692
H: -1.780 4.397 3.521

Summary:
E_LUMO = 3.83 eV
total charge = -2
HOMO level = -0.928 eV

=====

Here is a cluster of 12 separate species, H23O12 in total from the OMol25 dataset. Energies are from the ωB97M-V functional and the def2-TZVPD basis.

Element x y z (Å)
O: -0.815 2.358 1.315
H: -0.016 -1.456 4.431
H: 0.521 0.738 -0.382
O: -3.890 -1.942 -0.431
H: -4.556 -1.801 -1.054
H: -3.245 -1.111 -0.446
O: 3.331 -0.350 -1.463
H: 2.932 -1.110 -1.939
O: 0.026 0.787 -1.411
H: 0.831 0.749 -2.736
H: -0.781 0.149 -1.255
O: 1.012 -1.487 4.213
H: -3.191 1.906 0.345
H: 1.662 2.134 -0.031
O: -1.811 -0.605 -0.353
H: -1.572 -1.125 0.336
H: 2.637 -0.268 -0.851
O: 1.127 1.180 -3.528
H: 0.430 1.160 -4.295
H: 0.867 0.445 3.330
O: 0.265 -2.745 -2.690
H: -0.032 -3.274 -1.925
H: 0.139 -1.796 -2.319
O: -2.786 1.685 -0.423
H: -1.988 0.928 -0.653
H: -1.618 2.301 1.704
O: 0.995 1.465 3.040
H: -0.843 3.016 0.731
H: 2.032 -2.058 0.083
O: 1.320 -2.419 0.565
H: 0.329 1.914 2.568
H: 1.228 -2.057 3.448
O: 2.314 2.755 0.721
H: 0.431 -2.085 0.370
H: 2.717 2.017 0.988

Summary:
E_LUMO = 2.44 eV
total charge = -1
HOMO level = -6.249 eV

=====

Here is the ion C2H7N3OP with charge +1 from the OMol25 dataset. Energies are from the ωB97M-V functional and the def2-TZVPD basis.

Element x y z (Å)
H: 2.525 0.066 1.367
P: 2.774 -0.424 0.072
N: 1.258 -0.987 -0.252
N: 0.084 -0.351 0.158
C: -1.120 -1.133 -0.012
C: 0.147 1.046 -0.004
N: -0.993 1.776 -0.034
O: 1.300 1.487 -0.081
H: 1.111 -1.582 -1.070
H: -1.444 -1.158 -1.056
H: -0.922 -2.150 0.324
H: -1.913 -0.734 0.614
H: -1.906 1.367 0.052
H: -0.899 2.779 -0.077

Summary:
E_LUMO = -5.78 eV
SMILES = [H]/P=[NH+]\N(C)C(N)=O
total charge = +1
HOMO level = -14.328 eV

=====

Here is a cluster of 2 separate species, C2H3ClSi in total from the OMol25 dataset. Energies are from the ωB97M-V functional and the def2-TZVPD basis.

Element x y z (Å)
C: 1.458 -1.432 -0.052
C: 0.611 -0.651 0.372
Si: -0.523 0.728 0.450
Cl: -2.418 0.176 -0.084
H: 1.941 -2.286 -0.190
H: -0.263 1.780 -1.865
H: -0.806 1.685 1.369

Summary:
E_LUMO (spin up / spin down) = -0.99 / -0.90 eV
HOMO level (spin up / spin down) = -8.989 / -8.309 eV